No. 1
136
Properties=species:S:1:pos:R:3:forces:R:3 method="wB97M-V/def2-TZVPD" fmax_ev_per_a=7.1 smiles="CCOC(=O)CCC[C@@H]1CNC(=O)C1.O=S1(=O)CCCC1.O=S1(=O)CCCC1.O=S1(=O)CCCC1.O=S1(=O)CCCC1.O=S1(=O)CCCC1.O=S1(=O)CCCC1.O=S1(=O)CCCC1" total_energy_ev=-152726.13895 lumo_ev=0.53 homo_energy_ev=-8.60 gap_ha=0.3355 total_charge=0
S -2.83689 -4.78867 12.01139 -0.30 0.21 0.21
S 5.10611 -0.88811 -6.01870 0.26 0.60 0.85
S -1.29049 -1.86601 6.63071 0.13 0.26 0.09
S 1.28936 0.43076 -5.74726 0.34 0.40 -1.01
S 9.08919 2.98717 -4.77896 -0.08 0.20 0.18
S -9.20045 3.18351 1.68295 -0.19 0.25 0.23
S 2.61153 -4.09613 3.20963 0.25 -0.02 -0.33
O 3.96266 -4.56893 2.99984 -0.28 -0.03 0.44
O 0.63366 1.24248 -4.73959 0.45 -0.18 -0.63
O -1.52736 -4.46121 11.49324 -0.25 0.07 0.33
O -1.99437 -2.89910 5.90344 -0.04 0.34 -0.06
O 7.71698 2.61242 -4.51571 0.38 -0.03 0.13
O 1.92530 -4.25503 4.47296 0.31 -0.13 0.00
O -4.86247 2.58787 -3.48610 0.83 2.53 -1.98
O 10.20449 2.14608 -4.40782 -0.43 -0.06 -0.02
O -3.49069 -3.98613 13.02107 0.48 -0.01 -0.26
O -3.58599 3.08938 -5.45873 -1.49 1.01 6.24
O 4.12621 0.05905 -5.52601 5.65 -3.16 1.87
O -1.37307 -0.46905 6.26259 -0.23 -0.37 -0.24
O 4.75513 -1.95639 -6.93049 -0.39 0.15 0.06
O 2.59857 0.75419 -6.26630 -6.29 2.70 -1.86
O 0.42670 0.39155 0.08867 -0.26 5.53 -2.31
O -7.89684 3.52686 1.16117 -0.25 0.11 0.24
O -9.85896 3.97499 2.69826 0.45 -0.02 -0.27
N 0.32962 2.90442 0.15433 -1.80 -2.76 0.33
C 0.42856 -2.33807 6.77078 0.55 -0.21 -0.02
C 0.17287 0.20560 -7.12152 -0.52 -0.23 -0.32
C 0.48021 1.94894 -2.05489 -0.14 0.03 1.93
C -3.87412 3.36664 -4.23815 0.91 -0.78 -3.83
C 7.66803 -0.23484 -5.73644 0.17 0.04 0.25
C 7.43929 -1.58872 -5.06267 0.23 -0.18 -0.10
C -2.83219 -6.50015 12.53057 0.04 -0.60 0.23
C 9.48914 4.94019 -6.53747 -0.07 0.26 -0.15
C -0.63469 -2.99786 8.89576 0.14 -0.07 0.14
C 1.29352 -1.27775 -5.21602 0.01 -0.61 0.32
C -6.21646 3.68714 -1.69779 -0.61 -0.53 -0.34
C 0.32431 -2.01573 -6.14054 -0.21 -0.19 0.00
C -0.65161 3.64313 -3.55084 -0.32 1.27 0.40
C 1.56831 -4.74108 1.91502 -0.40 -0.21 -0.32
C -10.14000 0.73182 1.26635 -0.19 -0.21 -0.01
C -1.68115 -2.02856 8.36342 -0.09 -0.13 0.47
C -6.06038 3.44930 -3.31015 -0.42 0.89 1.44
C 9.25859 3.42883 -6.50387 0.02 0.08 -0.64
C 0.30417 -1.26951 -7.47505 0.07 -0.11 -0.17
C 1.65387 -2.35551 1.44329 -0.13 0.20 -0.22
C 0.70767 -3.55547 1.49997 -0.15 0.10 0.05
C -1.64329 4.87920 -3.86794 0.17 -0.01 -0.29
C -10.17266 1.49275 -0.05986 0.07 -0.13 -0.15
C 5.97964 -1.59313 -4.63079 0.40 -0.43 0.27
C -0.71883 3.08575 -2.03253 2.46 -0.86 -1.13
C -3.82042 -6.47566 10.27136 0.08 -0.14 -0.15
C 10.16185 5.33108 -5.22078 0.20 0.06 -0.06
C -0.09601 3.99295 -0.83053 0.66 -1.04 -0.62
C 0.68850 -2.56944 8.25992 0.14 0.06 0.14
C -10.31818 2.96235 0.31065 -0.27 -0.10 -0.44
C -3.95153 -5.00323 10.63562 -0.26 -0.09 -0.43
C 2.50344 -2.38107 2.71446 0.00 0.55 -0.12
C -3.80110 -7.23171 11.60065 -0.20 -0.20 -0.01
C -3.19314 4.62849 -3.49307 -0.72 0.36 -0.14
C 6.50062 0.00397 -6.69520 0.47 0.27 -0.34
C 0.40224 1.53950 -0.49434 0.75 -1.09 -0.04
C -9.17539 1.47015 2.19537 0.04 -0.60 0.22
C 9.37313 4.62291 -4.12783 0.13 0.47 0.18
H -1.57494 -1.04302 8.82366 -0.04 -0.06 -0.12
H -11.32880 3.18086 0.66455 0.14 0.04 0.02
H -2.70263 -2.39080 8.48273 0.02 0.14 -0.18
H 6.71032 -0.39903 -7.68862 -0.16 -0.02 0.09
H 0.21823 -3.73175 0.53920 0.04 0.02 0.12
H 0.97605 -1.33366 -4.17317 0.16 0.15 -0.08
H -0.83714 0.43863 -6.77360 0.08 0.03 -0.01
H 2.21472 -5.06437 1.09523 0.02 0.02 0.15
H 1.48578 2.53978 -2.10061 -1.65 -1.11 -0.30
H -0.36074 2.70762 0.90913 0.81 0.86 -0.32
H 0.61844 -3.06095 -6.26619 -0.01 0.13 0.04
H 1.03064 -1.63755 8.72357 -0.05 -0.09 -0.02
H -0.07122 -3.37671 2.24933 0.05 -0.06 -0.08
H 2.30235 -2.44392 0.56469 -0.06 0.01 0.09
H 0.45094 0.86993 -7.93978 0.08 0.08 0.23
H 10.16770 6.41370 -5.07402 0.01 -0.13 0.00
H 2.31106 -1.66016 -5.31607 -0.10 0.19 -0.01
H 2.02758 -1.82439 3.52473 0.06 -0.16 -0.01
H 8.52751 5.45790 -6.62303 0.10 -0.06 0.02
H 5.82204 -0.93842 -3.77019 -0.07 -0.01 -0.15
H 6.25065 1.06407 -6.76890 -0.18 -0.17 0.00
H -9.83529 -0.30870 1.12802 -0.04 0.13 0.05
H -0.58636 -2.97667 9.98602 -0.06 -0.06 -0.21
H -11.14300 0.72441 1.70692 0.10 0.01 -0.05
H -10.99209 1.15726 -0.70000 0.10 0.05 0.05
H 7.68634 0.55101 -4.97678 -0.08 -0.27 -0.19
H -0.68040 -2.00748 -5.70358 0.09 0.01 -0.05
H 1.47082 -3.31745 8.41186 -0.08 0.10 -0.05
H -7.02596 2.94370 -3.70994 1.97 0.56 0.50
H 8.39949 5.09555 -3.97591 0.06 -0.13 0.00
H -1.65492 2.51068 -1.68418 1.08 1.30 -0.74
H 1.24370 -1.44490 -8.01053 -0.08 0.04 0.04
H 0.43538 4.05212 -3.70106 -1.91 -0.84 0.27
H 10.11394 2.88450 -6.90983 -0.10 -0.03 0.16
H 5.59761 -2.59226 -4.41809 -0.11 0.11 -0.07
H 8.62500 -0.20274 -6.26458 -0.08 0.00 0.04
H -0.79262 2.81209 -4.33563 0.05 1.33 1.56
H 1.10738 -1.41383 1.35329 0.15 -0.14 -0.03
H -1.53273 5.11371 -5.00310 -0.46 -0.43 1.96
H -3.41083 4.57235 -2.35400 0.62 -0.10 -1.96
H 9.91154 4.55918 -3.18195 -0.13 -0.18 -0.05
H -5.52328 4.52483 -1.29585 -1.18 -1.55 -0.71
H -2.88075 -6.64722 9.73507 -0.10 0.05 0.01
H 0.43627 1.13737 -2.87243 -0.11 1.47 1.97
H -4.96110 -4.77249 10.98472 0.14 0.04 0.03
H -3.50707 -8.27598 11.46754 -0.04 0.13 0.05
H -4.80580 -7.22661 12.03734 0.11 0.01 -0.05
H 1.05692 -1.53986 6.37194 -0.22 -0.09 -0.12
H -9.23322 1.33336 -0.60046 -0.09 0.05 0.02
H 0.57666 -3.25232 6.19220 -0.09 0.16 -0.03
H -5.98147 2.66548 -1.17828 -0.27 2.00 -0.94
H -0.51667 -1.60356 -8.11425 0.09 0.04 0.05
H -9.48806 1.39966 3.23849 0.16 0.18 -0.10
H -4.64087 -6.80477 9.62934 0.11 0.06 0.05
H 0.98693 -5.58388 2.28993 0.19 0.03 0.10
H 0.93426 4.44653 -1.14525 -2.12 -0.49 0.14
H -10.04994 3.63878 -0.50130 0.04 0.07 0.20
H -0.87881 -4.02032 8.58732 -0.01 0.08 0.07
H -1.30747 5.85099 -3.31705 -0.60 -1.78 -0.79
H 8.10991 -1.73743 -4.21285 -0.06 0.02 -0.10
H 3.50720 -1.99201 2.53551 -0.07 -0.16 0.20
H -8.15369 1.09985 2.08736 -0.07 0.18 0.01
H -5.91038 4.45693 -3.88576 -0.40 -1.86 1.09
H 8.35052 3.14829 -7.04047 0.11 -0.14 0.17
H -0.74879 4.82379 -0.36479 0.95 -1.64 -0.62
H 7.62015 -2.39501 -5.78217 -0.05 0.00 0.12
H 11.20060 4.98329 -5.21911 -0.10 0.05 0.05
H -7.32252 3.92986 -1.41101 2.07 -0.23 -0.59
H -3.77709 5.57338 -3.86619 0.92 -1.76 0.60
H -3.67288 -4.33294 9.82204 0.05 0.05 0.18
H 10.09388 5.22758 -7.40138 -0.10 -0.05 0.09
H -3.14963 -6.56316 13.57276 0.17 0.19 -0.10
H -1.81413 -6.88183 12.42798 -0.07 0.18 0.00

=====

No. 2
18
Properties=species:S:1:pos:R:3:forces:R:3 method="wB97M-V/def2-TZVPD" fmax_ev_per_a=7.2 total_energy_ev=-10586.74281 lumo_ev=1.00 homo_energy_ev=-8.91 gap_ha=0.3642 total_charge=0
F -1.44398 -1.14982 1.32219 0.28 0.48 -0.10
N 0.23010 -0.70950 -1.24624 -4.77 -5.23 0.38
C 0.76506 -1.21378 0.01652 0.40 -2.92 5.06
C 1.30289 0.15136 0.46859 -3.32 2.77 -0.57
C -0.22511 -1.77364 1.19455 3.54 2.44 0.28
C -0.32853 1.62624 -1.01403 -3.75 1.93 -1.14
C -0.69165 2.72358 -0.33158 1.00 0.99 -0.07
C 0.59056 0.54813 -0.89250 5.43 4.74 -0.78
H 0.72059 0.87810 1.28348 1.76 -2.61 -1.42
H -0.34744 2.94655 0.71232 -0.13 -0.04 -1.17
H -0.89293 -0.83177 -1.12475 3.28 0.28 -0.78
H 2.36171 0.20540 0.46011 0.80 0.48 0.27
H 1.38462 0.96127 -1.71808 -1.07 -0.85 1.70
H -0.97180 1.54396 -1.93878 1.19 -0.01 0.37
H 1.65103 -2.06302 0.27063 -2.06 1.82 -1.98
H 0.55620 -1.48127 2.09724 -2.52 -1.15 -1.62
H -0.43168 -2.79672 1.09745 -0.07 -1.53 0.03
H -1.12458 3.58102 -0.96502 0.02 -1.57 1.53

=====

No. 3
80
Properties=species:S:1:pos:R:3:forces:R:3 method="wB97M-V/def2-TZVPD" fmax_ev_per_a=0.9 total_energy_ev=-98762.56138 lumo_ev=0.16 homo_energy_ev=-7.61 gap_ha=0.2856 total_charge=0
Lu 0.00066 0.03075 0.00226 0.50 0.58 0.39
S -1.49167 -1.29116 3.23131 -0.07 0.04 0.16
O -2.29917 -0.10025 3.06835 0.00 -0.02 0.03
O 0.67567 -1.61753 -3.86826 0.09 0.00 0.04
O 0.04087 -1.13154 -1.77483 -0.18 -0.25 -0.14
O -2.14433 -2.56771 3.19576 0.03 0.02 -0.04
N 1.66752 0.98801 1.61074 -0.10 -0.07 -0.04
N 2.28272 0.18632 -1.29394 0.08 0.07 -0.02
N 0.81700 -3.14204 2.77975 0.01 -0.03 -0.01
N -0.19305 1.90016 -1.35207 0.05 0.06 -0.16
N -1.06757 1.92924 1.42244 0.01 -0.13 0.00
N -2.33079 0.21063 -0.54514 -0.05 0.00 -0.17
N 1.33985 -1.87332 0.83524 0.07 -0.05 -0.17
N -0.34028 -1.15535 2.10098 -0.14 -0.23 0.07
N 1.29648 -0.78135 8.44849 0.06 -0.01 0.06
C 4.45669 0.94305 -1.96292 -0.05 0.01 0.07
C -4.42522 -2.50476 -1.55695 0.04 0.04 0.02
C -2.25926 -4.12274 -0.95160 -0.01 0.00 -0.01
C -3.40800 -2.01010 -0.75131 0.01 -0.11 -0.01
C -1.48851 2.07733 -1.78237 -0.15 -0.09 0.01
C -3.48531 -0.61532 -0.18662 -0.06 0.10 0.04
C -0.27546 0.10617 5.24606 0.00 0.10 -0.02
C -0.47090 3.25755 1.59137 -0.09 0.01 0.03
C 2.54370 -3.85142 1.27502 0.01 0.06 -0.07
C 1.94575 2.43474 1.66754 0.10 0.02 0.03
C -0.66762 -1.14163 4.78298 0.03 -0.08 0.02
C 3.42593 0.83112 -1.04586 0.06 -0.03 -0.10
C -3.28404 -4.61004 -1.75255 0.03 -0.03 -0.01
C 3.12174 -0.30758 -3.48307 -0.02 0.00 0.02
C 0.39375 0.22884 6.44775 0.01 -0.03 0.02
C 2.27893 -2.74092 0.49064 -0.04 -0.10 0.18
C 0.52508 2.86631 -1.95525 0.02 -0.06 0.08
C 2.14519 -0.37441 -2.49907 -0.02 -0.01 -0.05
C 0.84178 -1.11494 -2.77339 -0.09 -0.06 -0.14
C -0.39778 -2.27225 5.54164 -0.02 -0.01 0.00
C 4.29830 0.36290 -3.21222 0.01 -0.01 -0.03
C -0.27813 3.67765 -2.75634 -0.01 0.02 -0.02
C -4.36525 -3.79924 -2.05467 -0.03 -0.02 -0.02
C 0.61360 -2.11723 1.94958 -0.13 0.23 -0.07
C 1.77777 -3.98537 2.42566 0.03 -0.05 -0.03
C -2.32801 -2.83477 -0.45497 0.01 0.15 -0.01
C 0.67665 -0.90510 7.21633 -0.03 0.02 -0.06
C 0.83316 3.19705 2.36687 0.04 0.08 0.06
C -2.52468 1.18058 -1.37028 0.01 0.00 -0.04
C -1.57425 3.16670 -2.65093 0.04 -0.01 0.04
C 0.26487 -2.15537 6.74885 -0.02 0.02 -0.03
H 0.04891 4.51648 -3.34884 0.01 0.01 0.00
H 1.74209 -1.61047 8.80502 -0.02 0.01 0.00
H -1.40732 -4.74732 -0.71669 0.01 -0.01 0.00
H -0.28726 3.66765 0.59585 0.02 0.00 0.00
H -3.53476 -0.65834 0.90483 0.01 -0.03 -0.01
H 3.30152 -4.57173 1.00949 0.01 0.00 0.00
H -3.52384 1.35874 -1.77763 0.01 0.00 0.02
H 2.51761 0.44655 1.49985 0.02 0.04 0.00
H 1.94430 -4.82311 3.09538 -0.01 0.01 0.02
H -3.23483 -5.61726 -2.14523 0.00 -0.01 0.00
H -1.15711 3.94121 2.10429 0.02 -0.01 -0.01
H 2.81770 -2.53179 -0.42702 0.01 -0.01 -0.01
H 2.04231 2.81054 0.64583 0.00 0.00 0.00
H 3.53156 1.29553 -0.07570 0.00 0.02 0.04
H 1.59355 2.93911 -1.80249 0.01 0.01 -0.01
H -0.52020 0.99610 4.67922 -0.02 -0.01 -0.04
H -5.27165 -1.87195 -1.79868 0.00 0.00 0.00
H 2.91736 -0.78353 -4.43118 -0.01 -0.01 0.00
H 0.45901 -3.04012 7.34299 0.01 0.00 0.01
H 5.35653 1.48006 -1.69744 0.00 0.01 0.00
H -2.46484 3.51853 -3.14730 -0.02 0.01 0.00
H -0.71440 -3.23783 5.17608 0.00 -0.01 -0.03
H -5.16394 -4.17206 -2.68306 0.00 0.00 0.00
H -1.92058 2.01385 0.88144 0.00 0.04 0.01
H 0.66625 2.76735 3.36274 -0.02 -0.04 -0.01
H -1.36756 1.52844 2.30996 0.00 0.01 0.00
H -1.52909 -2.44770 0.16701 -0.04 -0.16 0.06
H 1.84252 0.05168 8.59207 -0.02 0.00 -0.01
H 5.07899 0.43532 -3.95822 0.00 0.00 0.00
H 2.89322 2.62908 2.18227 -0.03 -0.01 0.00
H 1.17943 4.21888 2.54084 0.00 -0.01 -0.03
H -4.40528 -0.13449 -0.53933 0.02 -0.03 0.02
H 0.67838 1.20936 6.81018 0.01 0.00 0.02
H 1.25337 0.67421 2.48584 0.01 0.03 0.01

=====

No. 4
16
Properties=species:S:1:pos:R:3:forces:R:3 method="wB97M-V/def2-TZVPD" fmax_ev_per_a=1.4 smiles="C[C@@H]1C=CCC1" total_energy_ev=-6383.13029 lumo_ev=1.19 homo_energy_ev=-8.93 gap_ha=0.3722 total_charge=0
C 0.74350 0.14194 -0.47850 -0.31 -0.08 0.05
C -1.25365 1.06530 0.45189 0.05 -0.15 -0.16
C -0.42072 -0.92161 -0.64555 0.67 0.15 -0.36
C -1.69456 -0.35179 0.09332 -0.28 0.57 0.11
C 1.85609 -0.36768 0.51419 -0.64 0.63 -0.45
C -0.03157 1.35116 0.01462 0.18 -0.26 0.16
H 1.43679 -1.22559 1.05032 0.32 0.19 0.13
H -0.06206 -1.92152 -0.35006 -0.38 0.38 0.10
H -0.61521 -0.97836 -1.73440 -0.25 -0.09 0.61
H 2.75469 -0.67642 -0.03950 -0.28 0.01 0.26
H -1.81826 1.76717 1.07099 -0.26 -0.22 -0.58
H -2.49112 -0.35008 -0.66880 0.09 0.38 0.29
H 2.12455 0.42496 1.23044 0.02 -0.36 -0.20
H -2.22524 -0.78350 0.98102 1.16 -0.51 -0.61
H 0.37184 2.35884 -0.01764 0.23 -0.15 0.44
H 1.23402 0.42392 -1.43020 -0.32 -0.51 0.22